(1)
Density functional theory data (ωB97M-V with the def2-TZVPD basis set) for a gas-phase ion, C6H15N2O2 (charge +1).

## Properties
- Total charge: +1
- Expectation value of S²: 2.007
- Relative energy (zero: lowest compared OMol25 entry of this formula, charge and spin): 0.0 kJ/mol
- Molecular weight: 147.20 g/mol
- Calculated total energy: -497.144910 a.u.
- Spin multiplicity: 3

Last column: Mulliken spin population.
Element x y z (Å)
1 C 0.913 -0.204 1.901  0.00
2 C 0.298 -1.718 -0.205  0.01
3 C -2.697 0.221 -1.043  0.00
4 C 2.008 0.203 -0.289  0.00
5 C -0.278 0.878 -0.197  0.09
6 C 0.705 -0.390 0.404  0.07
7 N -0.088 2.134 0.643  0.94
8 N -1.664 0.345 0.030  0.02
9 O 0.841 2.814 0.322  0.88
10 O 1.977 0.425 -1.750  0.00
11 H 1.323 0.752 2.106  -0.01
12 H 0.000 -0.301 2.419  0.01
13 H 1.556 -0.952 2.346  0.00
14 H -0.698 -1.920 0.286  0.00
15 H 0.907 -2.519 0.032  0.00
16 H 0.226 -1.499 -1.229  0.00
17 H -3.761 0.399 -0.522  0.00
18 H -2.439 0.787 -1.931  0.00
19 H -2.643 -0.750 -1.422  0.00
20 H 2.823 -0.551 -0.062  0.00
21 H 2.277 1.169 0.255  0.00
22 H 0.032 0.982 -1.196  -0.02
23 H -2.001 0.962 0.831  0.02
24 H -1.440 -0.718 0.315  0.00
25 H 1.823 -0.547 -2.046  0.00

=====

(2)
Density functional theory data (ωB97M-V with the def2-TZVPD basis set) for C11H18Si in the gas phase.

## Properties
- Total charge: 0
- Relative energy (zero: lowest compared OMol25 entry of this formula, charge and spin): 393.0 kJ/mol
- Molecular weight: 178.35 g/mol
- Calculated total energy: -719.293404 a.u.

Last column: Löwdin charge in e.
Element x y z (Å)
1 C -3.154 -1.798 2.469  -0.09
2 C -2.050 -1.377 1.634  -0.14
3 C -0.995 -1.152 1.095  -0.07
4 Si 0.357 -0.296 0.223  0.59
5 C 0.481 -0.971 -1.589  -0.06
6 C 0.602 -0.981 -2.781  -0.19
7 C 0.764 -0.884 -4.230  -0.13
8 C 2.050 -0.738 1.010  -0.31
9 C 3.267 -0.326 0.239  -0.18
10 C -0.251 1.505 0.098  -0.48
11 C -0.065 2.213 1.404  -0.17
12 C -1.793 1.701 -0.250  -0.12
13 H -3.670 -2.661 2.313  0.04
14 H -2.694 -1.872 3.458  0.09
15 H -3.872 -0.992 2.572  0.08
16 H 0.381 -1.705 -4.778  0.04
17 H 0.156 -0.009 -4.560  0.09
18 H 1.903 -0.957 -4.611  0.13
19 H 2.050 -0.666 2.051  0.05
20 H 1.901 -1.796 0.794  0.06
21 H 3.503 -1.029 -0.607  0.08
22 H 3.349 0.638 -0.386  0.09
23 H 4.038 -0.329 0.953  0.04
24 H 0.404 2.029 -0.659  0.12
25 H -0.561 1.779 2.279  0.08
26 H 0.993 2.288 1.548  0.06
27 H -0.600 3.168 1.311  0.08
28 H -1.898 2.828 -0.471  0.10
29 H -2.474 1.377 0.540  0.05
30 H -2.121 1.013 -1.069  0.07

=====

(3)
Density functional theory data (ωB97M-V with the def2-TZVPD basis set) for CH3ClN2S in the gas phase.

## Properties
- Total charge: 0
- Relative energy (zero: lowest compared OMol25 entry of this formula, charge and spin): 119.7 kJ/mol
- Molecular weight: 110.57 g/mol
- Calculated total energy: -1007.736707 a.u.

Last column: Löwdin charge in e.
Element x y z (Å)
1 N -0.379 0.252 -0.321  0.02
2 N 0.498 -0.650 0.235  -0.20
3 C 1.769 -0.871 0.057  -1.31
4 S 2.770 -2.014 0.587  0.57
5 Cl 2.433 0.106 -1.277  0.57
6 H -0.962 0.462 0.453  0.07
7 H 0.247 1.130 -0.568  0.11
8 H -0.010 -1.327 0.848  0.17